1.
Formula: C2H3NO2
Source: OMol25
Level of theory: ωB97M-V/def2-TZVPD

LUMO ... 1.1 eV
Frontier orbital gap ... 11.56 eV
Net charge ... 0

Geometry as XYZ:
```
8
Properties=species:S:1:pos:R:3:forces:R:3
C 0.217917 -0.907140 -0.056243 0.352 -2.048 1.046
C -1.343512 2.306517 -0.982217 -0.014 -0.012 0.032
N 1.441854 -0.603216 -0.141654 1.547 -1.189 -2.797
O -0.443789 -0.422793 1.023291 -0.866 0.144 -0.258
O -1.641953 2.338723 0.101423 0.010 0.046 -0.041
H -0.385014 -1.798693 -0.542504 1.098 2.201 0.585
H 0.121238 0.189448 1.537882 -0.013 -0.441 -0.648
H 2.033259 -1.102846 -0.939978 -2.115 1.300 2.081
```
Positions in Å, forces in eV/Å.


2.
Formula: C2H3NO2
Source: OMol25
Level of theory: ωB97M-V/def2-TZVPD

LUMO ... 1.1 eV
Frontier orbital gap ... 10.78 eV
Net charge ... 0

Geometry as XYZ:
```
8
Properties=species:S:1:pos:R:3:forces:R:3
C 2.401653 -0.320708 0.553585 1.167 0.780 -1.308
C -1.023780 -0.416013 -0.220576 0.226 -1.321 -2.372
N -0.835133 0.587399 0.724773 0.516 -2.336 2.691
O 2.912185 0.226512 -0.309555 -0.702 -0.896 1.428
O 0.163525 0.344499 -0.251687 0.288 0.655 -1.304
H -0.756484 -1.451368 0.006929 -0.574 0.204 0.915
H -1.650357 -0.447084 -1.159253 0.366 1.017 1.168
H -1.211611 1.476764 0.655785 -1.287 1.898 -1.219
```
Positions in Å, forces in eV/Å.


3.
Formula: C2H3NO2S
Source: OMol25
Level of theory: ωB97M-V/def2-TZVPD

LUMO ... -0.6 eV
Frontier orbital gap ... 8.53 eV
Net charge ... 0

Geometry as XYZ:
```
9
Properties=species:S:1:pos:R:3:forces:R:3
C -1.030991 0.374770 0.759834 -0.576 5.171 0.065
C 0.841133 -0.505187 -0.352035 2.500 -1.141 -2.882
H -0.816711 3.373308 1.372889 -4.189 -3.766 -1.784
H -1.880507 -0.122169 1.163322 -1.106 0.791 0.749
H 1.359945 0.463809 -0.492963 -0.426 -0.546 0.415
N -0.641690 1.580184 0.522189 -2.316 -0.229 1.281
O -1.627088 2.527169 0.993335 4.973 3.406 1.553
O -0.261271 -0.520494 0.332117 1.922 -5.867 -0.932
S 1.379696 -1.877945 -1.171811 -0.781 2.180 1.536
```
Positions in Å, forces in eV/Å.


4.
Formula: C2H3NO2S
Source: OMol25
Level of theory: ωB97M-V/def2-TZVPD

LUMO ... -0.5 eV
Frontier orbital gap ... 8.91 eV
SMILES string ... O=C(O)/C=N/S
Net charge ... 0

Geometry as XYZ:
```
9
Properties=species:S:1:pos:R:3:forces:R:3
C 0.109182 -0.708310 0.236057 0.529 7.511 -1.969
C 1.459049 0.068697 0.115500 0.894 4.068 -1.371
H -2.636507 1.307614 0.366925 -0.269 -2.908 -1.082
H 0.156837 -1.737843 -0.035520 -0.787 -0.863 0.441
H 3.296076 -0.428677 -0.372169 -1.102 0.352 0.463
N -0.736024 0.337987 0.015015 0.849 -5.435 1.641
O 2.428442 -0.789259 -0.073529 1.691 -1.831 -0.146
O 1.677143 1.314465 -0.037608 -1.346 -4.623 1.153
S -2.369894 -0.116936 -0.080287 -0.459 3.728 0.870
```
Positions in Å, forces in eV/Å.


5.
Formula: C2H3NO2S
Source: OMol25
Level of theory: ωB97M-V/def2-TZVPD

LUMO ... -1.0 eV
Frontier orbital gap ... 8.42 eV
SMILES string ... O=CC(=S)NO
Net charge ... 0

Geometry as XYZ:
```
9
Properties=species:S:1:pos:R:3:forces:R:3
C -0.175464 -0.384967 0.009005 0.039 -1.506 -0.483
C 1.254280 -0.910406 -0.020500 0.780 0.640 0.902
H -2.088805 0.846056 -0.060014 0.439 0.019 0.038
H 0.601782 1.531396 0.030623 0.260 -0.011 -0.034
H 1.340736 -2.015586 0.104467 0.076 0.511 -0.357
N -0.189190 0.914366 -0.015699 -2.449 0.586 0.115
O -1.423310 1.575224 -0.004443 0.829 -0.122 -0.033
O 2.196143 -0.135015 -0.026151 -1.081 -1.190 -0.234
S -1.516174 -1.421064 -0.017285 1.109 1.073 0.086
```
Positions in Å, forces in eV/Å.


6.
Formula: C2H3NO2S
Source: OMol25
Level of theory: ωB97M-V/def2-TZVPD

LUMO ... -0.9 eV
Frontier orbital gap ... 8.58 eV
SMILES string ... O=[N+]([O-])CC=S
Net charge ... 0

Geometry as XYZ:
```
9
Properties=species:S:1:pos:R:3:forces:R:3
C 0.872455 0.479905 -0.550393 0.573 0.257 0.038
C -0.226909 0.034105 0.352570 0.455 -0.350 0.429
N -1.522045 0.637550 -0.065381 0.320 -0.127 0.284
O -1.829317 0.511953 -1.222800 -0.285 -0.053 -0.657
O -2.150977 1.208650 0.785429 -0.456 0.303 0.360
S 2.346856 0.857839 -0.030578 -0.344 -0.127 -0.126
H 0.609821 0.532918 -1.603576 -0.015 -0.038 -0.034
H -0.342908 -1.052333 0.257606 -0.110 0.151 -0.021
H -0.034579 0.295039 1.395791 -0.136 -0.015 -0.272
```
Positions in Å, forces in eV/Å.


7.
Formula: C2H3NO2S
Source: OMol25
Level of theory: ωB97M-V/def2-TZVPD

LUMO ... -0.2 eV
Frontier orbital gap ... 9.61 eV
SMILES string ... O=CNSC=O
Net charge ... 0

Geometry as XYZ:
```
9
Properties=species:S:1:pos:R:3:forces:R:3
C -0.530908 -1.440556 -0.116153 2.651 -2.358 -5.105
C -0.092591 1.821114 -0.121880 0.203 3.788 2.877
H -1.356456 -1.523691 0.578034 -0.328 0.489 0.094
H 1.726950 -1.089789 0.126583 -4.076 1.601 0.949
H -0.089430 1.241907 -1.033548 -0.199 -0.403 -0.539
N 0.682880 -0.706474 0.499335 1.309 -3.215 -2.839
O -0.576943 -2.091888 -1.296933 0.979 4.332 7.503
O -0.439404 2.998107 0.028561 1.027 -4.152 -0.665
S 0.675901 0.791269 1.336001 -1.565 -0.084 -2.275
```
Positions in Å, forces in eV/Å.


8.
Formula: C2H3NO2S
Source: OMol25
Level of theory: ωB97M-V/def2-TZVPD

LUMO (alpha / beta) ... -2.2 / -1.1 eV
Frontier orbital gap (alpha / beta) ... 6.78 / 7.90 eV
Net charge ... 0

Geometry as XYZ:
```
9
Properties=species:S:1:pos:R:3:forces:R:3
C -2.812835 -0.521593 -0.063670 -0.589 -1.782 -0.143
C -0.081349 0.323403 0.161577 0.535 1.691 -1.891
N -2.775147 0.749484 0.344524 -0.624 0.407 -1.112
O -3.113704 1.275363 -0.787610 0.372 0.460 1.288
O -2.458848 1.275062 1.393156 -0.476 -0.310 -0.617
S -3.417578 -1.899413 -0.523468 0.783 1.484 0.739
H 0.245561 1.179483 0.723531 -0.065 -0.130 0.113
H -0.300563 -0.603722 0.510701 -0.196 -2.378 1.715
H -0.279148 0.368710 -0.899658 0.260 0.558 -0.092
```
Positions in Å, forces in eV/Å.


9.
Formula: C2H3NO2S
Source: OMol25
Level of theory: ωB97M-V/def2-TZVPD

LUMO ... -0.1 eV
Frontier orbital gap ... 9.77 eV
SMILES string ... O=C(S)/C=N\O
Net charge ... 0

Geometry as XYZ:
```
9
Properties=species:S:1:pos:R:3:forces:R:3
C 0.524640 1.124891 0.261810 0.334 0.797 0.601
C -0.731146 0.544897 0.091789 -4.575 -0.845 -1.879
H 2.883945 -0.710477 -0.042677 -3.316 0.218 -0.992
H 0.385315 2.162325 0.515390 0.802 0.447 -0.151
H 0.267136 -1.553898 0.740329 -2.072 0.361 -1.194
N 1.641151 0.649075 -0.001192 2.733 3.119 1.064
O 1.846665 -0.614982 -0.231890 3.489 -2.831 0.185
O -1.639930 1.314301 -0.245400 1.032 -1.725 0.862
S -0.964956 -1.253422 0.030752 1.571 0.460 1.505
```
Positions in Å, forces in eV/Å.


10.
Formula: C2H3NO2S2
Source: OMol25
Level of theory: ωB97M-V/def2-TZVPD

LUMO ... -0.4 eV
Frontier orbital gap ... 8.16 eV
SMILES string ... NS(=O)(=O)C1=CS1
Net charge ... 0

Geometry as XYZ:
```
10
Properties=species:S:1:pos:R:3:forces:R:3
C -2.052532 -0.638411 -0.058123 3.121 0.519 0.408
C -0.829039 -0.163692 -0.074871 -1.605 -0.208 -1.272
N 1.630039 0.555340 0.607539 -0.167 -2.048 0.358
O 1.279102 -1.313817 -0.960502 -0.694 0.667 0.077
O 0.957198 1.024010 -1.704338 -1.103 0.702 -0.838
S -2.143748 0.966526 0.562118 -0.274 1.854 0.610
S 0.777526 0.017820 -0.734911 1.923 -0.789 1.909
H -2.683486 -1.451347 -0.016930 -1.093 -1.628 -0.524
H 1.368088 1.321069 1.222498 -0.449 0.114 -0.711
H 1.696851 -0.317497 1.157519 0.340 0.817 -0.016
```
Positions in Å, forces in eV/Å.


11.
Formula: C2H3NO2S2
Source: OMol25
Level of theory: ωB97M-V/def2-TZVPD

LUMO ... -0.6 eV
Frontier orbital gap ... 9.21 eV
Net charge ... 0

Geometry as XYZ:
```
10
Properties=species:S:1:pos:R:3:forces:R:3
C -0.037143 0.032232 -1.084820 -0.193 0.881 1.507
C -0.927014 0.807812 -0.198982 -0.874 2.466 -0.012
N 1.085095 -0.428092 -0.789500 0.718 -0.728 0.586
O 2.387160 -0.770396 1.441013 0.537 0.993 0.162
O 0.054627 -2.044579 1.083211 3.944 6.177 -0.945
S -0.077553 1.083554 1.403368 0.462 0.004 -0.701
S 1.103741 -0.593419 0.870029 -4.411 -6.873 1.459
H -0.442183 -0.151041 -1.988091 -0.912 -0.362 -3.497
H -1.321686 1.767672 -0.813542 1.320 -1.833 1.704
H -1.825043 0.296258 0.077315 -0.591 -0.724 -0.264
```
Positions in Å, forces in eV/Å.


12.
Formula: C2H3NO2S2
Source: OMol25
Level of theory: ωB97M-V/def2-TZVPD

LUMO ... 0.1 eV
Frontier orbital gap ... 9.25 eV
Net charge ... 0

Geometry as XYZ:
```
10
Properties=species:S:1:pos:R:3:forces:R:3
C -0.215484 -1.710003 0.185269 3.034 -1.641 -0.224
C 0.493087 0.912839 -0.253320 0.638 -1.280 0.832
N -1.248812 -1.149387 0.588650 -1.535 -0.492 0.488
O -2.238320 0.732523 -0.770853 -1.490 0.263 -2.413
O 1.469821 1.867496 0.216745 -2.595 -1.288 -1.653
S 1.191374 -0.835397 -0.439039 -0.394 0.713 0.449
S -1.536158 0.472179 0.431781 3.297 0.842 1.996
H 0.080529 -2.843745 0.285201 -1.259 2.053 -0.135
H 1.702841 1.460003 1.018703 1.086 -0.293 2.096
H 0.301121 1.093489 -1.263140 -0.782 1.124 -1.437
```
Positions in Å, forces in eV/Å.


13.
Formula: C2H3NO2S2
Source: OMol25
Level of theory: ωB97M-V/def2-TZVPD

LUMO (alpha / beta) ... -1.4 / -1.4 eV
Frontier orbital gap (alpha / beta) ... 8.16 / 7.87 eV
Net charge ... 0

Geometry as XYZ:
```
10
Properties=species:S:1:pos:R:3:forces:R:3
C -0.305995 -0.340904 0.145924 0.175 2.572 -0.696
C -1.660240 0.276797 -0.052786 -0.118 0.904 -1.934
N 0.299053 -1.379552 -0.048008 -0.318 -1.580 0.064
O 2.836453 0.459811 -1.180847 0.236 0.094 0.022
O 1.447154 -1.787710 0.187587 0.396 0.888 -0.172
S 0.863317 1.076831 0.786570 0.072 -0.075 0.278
S 2.644969 0.358275 0.263363 -0.518 -0.808 -0.167
H -2.059434 0.194889 0.892385 -1.223 0.375 2.398
H -2.411626 -0.278376 -0.649821 0.967 0.178 -0.207
H -1.653650 1.419939 -0.344371 0.332 -2.549 0.413
```
Positions in Å, forces in eV/Å.


14.
Formula: C2H3NO2S2
Source: OMol25
Level of theory: ωB97M-V/def2-TZVPD

LUMO ... 0.2 eV
Frontier orbital gap ... 9.49 eV
Net charge ... 0

Geometry as XYZ:
```
10
Properties=species:S:1:pos:R:3:forces:R:3
C -0.035783 -1.621078 0.524175 -0.028 2.911 -0.616
C 0.724762 -0.533924 0.692667 0.236 0.084 -0.473
N 0.300132 1.200450 -1.555327 0.296 -1.552 2.605
O -1.563585 0.300886 -0.199766 0.561 -0.520 1.103
O -0.135323 2.075623 0.834885 -0.124 -0.045 0.629
S -1.521108 -1.337830 -0.245746 -1.657 -1.038 -0.354
S -0.056901 0.965758 -0.055865 1.142 0.472 -3.105
H 0.222305 -2.597806 0.745910 0.484 -1.769 0.451
H 1.773000 -0.626398 1.055205 -1.040 0.868 -0.370
H 0.292502 2.174318 -1.796135 0.129 0.589 0.129
```
Positions in Å, forces in eV/Å.


15.
Formula: C2H3NO3
Source: OMol25
Level of theory: ωB97M-V/def2-TZVPD

LUMO ... 0.3 eV
Frontier orbital gap ... 10.36 eV
SMILES string ... O=C=NO.C=O
Net charge ... 0

Geometry as XYZ:
```
9
Properties=species:S:1:pos:R:3:forces:R:3
C 1.684162 0.661757 -0.463922 -0.555 -3.384 1.227
C -2.116233 0.494835 0.401802 1.714 0.416 2.732
N 1.247447 -0.477393 -0.462725 -0.178 -0.056 -0.784
O 1.886243 1.788274 -0.501794 0.497 2.123 -0.391
O -1.902375 0.346944 -0.751799 -0.472 -0.304 -0.965
O 1.508815 -1.677734 0.211432 0.080 1.690 0.802
H -2.169238 -0.445098 1.155583 -0.400 1.889 -1.313
H -1.948518 1.586585 0.870852 -0.857 -1.994 -0.471
H 1.809698 -2.278170 -0.459428 0.171 -0.379 -0.838
```
Positions in Å, forces in eV/Å.


16.
Formula: C2H3NO3
Source: OMol25
Level of theory: ωB97M-V/def2-TZVPD

LUMO ... 0.7 eV
Frontier orbital gap ... 11.00 eV
SMILES string ... [H]/N=C/O.O=C=O
Net charge ... 0

Geometry as XYZ:
```
9
Properties=species:S:1:pos:R:3:forces:R:3
C -0.289519 0.907955 -1.993569 -0.859 0.977 0.121
C -0.170355 -0.516781 1.027880 -2.818 4.597 2.726
N 0.805668 0.198117 1.330961 1.912 -1.733 -1.201
O -1.291890 1.475346 -1.957226 -0.954 0.209 0.027
O 0.733059 0.408605 -2.020402 1.876 -1.186 -0.199
O -0.091219 -1.448081 0.195168 -0.504 -3.848 -2.485
H -1.242588 -0.276980 1.303603 1.022 -0.473 -0.022
H 0.710125 0.896716 1.983893 -0.784 1.767 1.665
H 0.836719 -1.644896 0.129691 1.109 -0.309 -0.632
```
Positions in Å, forces in eV/Å.


17.
Formula: C2H3NO3
Source: OMol25
Level of theory: ωB97M-V/def2-TZVPD

LUMO ... -0.1 eV
Frontier orbital gap ... 9.94 eV
Net charge ... 0

Geometry as XYZ:
```
9
Properties=species:S:1:pos:R:3:forces:R:3
C 1.743361 0.353361 -0.142358 1.612 0.416 2.328
C -1.705527 -0.666588 -0.177771 -0.071 3.088 4.260
H 2.195536 1.404242 -0.061304 -1.036 -0.958 -0.641
H -0.394123 1.173810 0.455382 3.303 -2.081 -3.003
H -2.119811 -1.767253 0.133743 0.708 2.695 -1.523
N 0.394233 0.354218 -0.255637 -4.703 6.431 2.098
O 2.444470 -0.599951 0.082547 -0.077 -0.346 -0.804
O -0.344270 -0.721818 -0.091000 -0.454 -5.235 -1.042
O -2.213872 0.469981 0.056402 0.718 -4.010 -1.673
```
Positions in Å, forces in eV/Å.


18.
Formula: C2H3NO3
Source: OMol25
Level of theory: ωB97M-V/def2-TZVPD

LUMO ... 0.0 eV
Frontier orbital gap ... 10.10 eV
Net charge ... 0

Geometry as XYZ:
```
9
Properties=species:S:1:pos:R:3:forces:R:3
C -0.526657 -1.895124 -0.800225 -0.008 -3.983 0.048
C -0.118930 -0.559143 -0.789209 -1.954 3.004 5.207
N -0.862245 -2.995753 -0.629517 0.295 1.682 -0.672
O -1.204170 0.301418 -0.589679 1.068 -1.312 -1.395
O 0.893582 -0.092009 -1.437491 0.868 0.066 -0.714
O 0.240561 -0.710749 1.150445 1.564 0.029 -3.277
H -1.945010 -0.319611 -0.472844 -0.115 0.720 0.284
H 0.960218 0.879744 -1.391375 -0.313 -0.359 0.209
H 1.220971 -0.898096 1.109369 -1.405 0.153 0.310
```
Positions in Å, forces in eV/Å.


19.
Formula: C2H3NO3
Source: OMol25
Level of theory: ωB97M-V/def2-TZVPD

LUMO ... -0.4 eV
Frontier orbital gap ... 10.32 eV
Net charge ... 0

Geometry as XYZ:
```
9
Properties=species:S:1:pos:R:3:forces:R:3
C 0.388397 -0.383332 -1.848628 -0.561 0.909 3.056
C -0.197414 0.136944 0.263361 1.132 -2.258 0.506
N 0.758753 -0.707981 -2.890249 0.031 -0.054 -0.250
O -0.659034 -1.185946 0.535886 2.040 2.298 -1.879
O -1.030864 1.146775 0.255469 -0.021 0.055 -0.254
O 0.934151 0.558838 0.967823 -0.384 -1.938 -1.305
H -1.313334 -1.347199 1.205813 -0.704 0.906 0.727
H -0.487411 1.947418 0.460441 -0.618 -0.604 -0.291
H 1.606756 -0.165518 1.050084 -0.916 0.687 -0.311
```
Positions in Å, forces in eV/Å.


20.
Formula: C2H3NO3
Source: OMol25
Level of theory: ωB97M-V/def2-TZVPD

LUMO ... 0.3 eV
Frontier orbital gap ... 10.14 eV
SMILES string ... C=C=O.O=NO
Net charge ... 0

Geometry as XYZ:
```
9
Properties=species:S:1:pos:R:3:forces:R:3
C -0.188178 1.072688 0.567523 0.272 0.281 -1.929
C -0.977521 1.504810 1.520894 4.021 -1.209 0.529
N 0.234416 -1.938818 -1.055818 -1.154 -2.331 0.517
O 1.330914 -1.435927 -1.750623 -0.739 -5.290 -1.825
O 0.464660 0.788888 -0.370609 -0.736 0.265 1.827
O -0.024179 -3.115078 -1.211353 1.727 3.697 -0.454
H -1.867643 1.893942 1.297729 -3.496 1.094 -0.859
H -0.447143 1.850901 2.386595 -0.016 -0.140 0.531
H 1.474674 -0.621407 -1.384338 0.121 3.633 1.663
```
Positions in Å, forces in eV/Å.


Number 1: largest force on an atom 3.4 eV/A. Number 2: largest force on an atom 3.6 eV/A. Number 3: largest force on an atom 6.2 eV/A. Number 4: largest force on an atom 7.8 eV/A. Number 5: largest force on an atom 2.5 eV/A. Number 6: largest force on an atom 0.7 eV/A. Number 7: largest force on an atom 8.7 eV/A. Number 8: largest force on an atom 2.9 eV/A. Number 9: largest force on an atom 5.0 eV/A. Number 10: largest force on an atom 3.2 eV/A. Number 11: largest force on an atom 8.3 eV/A. Number 12: largest force on an atom 3.9 eV/A. Number 13: largest force on an atom 2.7 eV/A. Number 14: largest force on an atom 3.3 eV/A. Number 15: largest force on an atom 3.6 eV/A. Number 16: largest force on an atom 6.0 eV/A. Number 17: largest force on an atom 8.2 eV/A. Number 18: largest force on an atom 6.3 eV/A. Number 19: largest force on an atom 3.6 eV/A. Number 20: largest force on an atom 5.6 eV/A.